Record 1
The following is a quantum chemistry calculation of a structure of composition C7H22N3O4Y, from OMol25.

Structure (XYZ):
```
37
Properties=species:S:1:pos:R:3:lowdin_charge:R:1
Y 0.676 -2.034 -1.311 2.07
H 0.430 0.427 0.921 0.05
H 0.827 3.095 -3.913 0.12
C -1.797 3.080 0.199 -0.08
H 0.461 -5.140 4.549 0.10
N 0.844 0.209 -5.380 0.13
H -0.521 -3.800 5.177 0.11
H -2.812 3.432 0.012 0.09
C 0.169 -2.189 3.203 -0.21
H 0.677 -0.316 -4.528 0.04
H -0.851 -1.892 3.463 0.15
O 1.329 2.217 -6.271 0.08
H -0.624 0.724 -1.640 0.01
C 0.400 -4.055 4.649 -0.06
N -0.528 -2.138 0.841 -0.04
H -0.485 0.142 2.302 0.10
H 0.520 1.851 -0.904 0.00
H 1.528 -1.994 1.507 0.14
C 0.518 -1.689 1.829 -0.41
H -0.788 4.320 -1.311 0.13
H -1.250 2.705 -1.789 0.09
H 1.347 -3.714 5.080 0.11
H 0.247 1.577 -3.381 0.03
H 1.265 0.150 2.557 0.11
C 0.480 -0.125 1.857 -0.02
H -1.420 -1.795 1.210 0.13
H -1.413 3.691 1.019 0.09
O 0.062 0.043 -1.579 -0.40
H 0.885 -1.692 3.866 0.15
H 0.776 -0.201 -6.293 0.11
C 0.943 1.594 -5.306 -0.67
O 0.435 2.743 -0.548 -0.08
O 0.372 -3.584 3.313 -0.20
H -0.634 -3.125 1.131 0.11
H -1.832 2.048 0.554 0.05
N 0.583 2.143 -4.124 0.17
C -0.817 3.292 -0.960 -0.30
```

Output
**Total charge**: +2

Record 2
The following is a quantum chemistry calculation of a cluster of 2 separate species, C3H7NO2S in total, from OMol25.

Structure (XYZ):
```
14
Properties=species:S:1:pos:R:3:lowdin_charge:R:1
H -0.328 -0.833 -1.425 -0.25
C 1.144 0.057 -0.081 -0.53
H 0.433 1.899 -1.038 0.09
H -1.933 1.306 1.300 0.11
S -1.188 -1.848 -1.594 0.50
C -0.117 0.752 0.256 -0.39
H 1.073 -0.594 1.822 0.07
H -0.968 -0.197 1.868 0.05
O -0.443 1.684 -0.711 0.02
N 1.410 -0.848 0.942 0.18
H 2.392 -1.187 0.889 0.14
H -2.152 -1.142 -2.321 -0.16
C -1.021 0.651 1.231 0.09
O 1.698 0.300 -1.137 0.08
```

Output
**SMILES string**: C=C(O)C(N)=O.S

Record 3
The following is a quantum chemistry calculation of a structure of composition C7H15NO4P2, from OMol25.

Structure (XYZ):
```
29
Properties=species:S:1:pos:R:3:lowdin_charge:R:1
H 0.528 3.057 -0.409 0.10
H 1.980 -0.731 -1.622 0.08
H -1.810 -0.197 -2.156 0.11
O -2.288 1.535 -0.547 -0.43
C 0.995 -0.531 -2.073 -0.09
H -1.018 -1.725 -2.782 0.08
O -0.746 0.720 2.423 -0.33
H -2.532 2.205 1.502 -0.09
H -0.051 -1.526 3.977 0.13
H 1.218 -1.880 2.796 0.12
H 0.258 2.451 1.100 0.11
C 0.531 0.224 2.749 -0.24
C -1.277 -1.180 -1.876 -0.08
C -0.237 2.653 0.148 -0.18
O -0.730 -1.623 1.966 -0.31
H 0.886 0.595 -2.520 0.14
C -0.067 -0.811 -1.073 -0.46
H -0.652 1.466 -1.601 0.11
C 0.299 -1.290 2.929 -0.20
H 1.131 0.431 1.874 0.10
H 0.901 0.615 3.743 0.15
N -0.321 0.269 -0.035 -0.18
H 0.949 -1.134 -2.966 0.06
C -0.835 1.436 -0.577 -0.45
P -2.831 2.803 0.340 0.95
H 0.239 -1.828 -0.536 0.17
H -2.000 -1.714 -1.337 0.05
P -1.350 -0.256 1.253 0.97
O -1.308 3.562 0.250 -0.37
```

Record 4
The following is a quantum chemistry calculation of an isolated molecule of C14H13N3O6, from OMol25.

Structure (XYZ):
```
36
Properties=species:S:1:pos:R:3:lowdin_charge:R:1
H 4.553 -1.861 -0.619 0.15
H 6.124 -0.109 -0.297 0.17
C 1.930 -1.778 -0.290 -0.45
C -3.038 2.854 -0.970 -0.10
H 3.222 2.513 0.746 0.18
H -2.751 3.790 -1.423 0.10
C 2.895 -0.667 -0.072 -0.02
C -4.361 2.602 -0.660 -0.09
N 5.144 0.077 -0.132 0.15
O 5.670 2.215 0.431 0.11
C -1.556 -1.597 -0.223 -0.44
C 4.213 -0.886 -0.299 0.02
C -2.440 0.678 -0.133 -0.15
C -5.359 -1.071 1.161 -0.08
C -4.728 1.412 -0.054 -0.02
O 1.301 1.033 0.482 0.09
H -5.313 -2.060 1.613 0.10
H -5.120 3.340 -0.875 0.10
O 0.810 -1.576 0.393 0.01
N 3.488 1.573 0.469 0.22
O -4.024 -0.706 0.918 -0.08
O 2.166 -2.730 -0.989 0.12
H -0.529 0.065 0.350 0.11
C 4.831 1.369 0.274 -0.50
H -5.763 1.251 0.201 0.10
H -0.528 -2.975 1.071 0.15
H -5.933 -1.128 0.232 0.10
H -1.044 2.058 -0.950 0.11
N -1.446 -0.292 0.093 0.16
C 2.441 0.666 0.318 -0.38
H -0.083 -3.130 -0.648 0.13
C -3.775 0.443 0.241 -0.21
O -2.506 -2.134 -0.741 0.09
H -5.848 -0.377 1.854 0.09
C -2.083 1.887 -0.709 -0.01
C -0.307 -2.419 0.154 -0.03
```

Output
**SMILES string**: COc1ccccc1NC(=O)COC(=O)c1c[nH]c(=O)[nH]c1=O

Values for largest force on an atom, eV/A, ordered as above
5.4, 4.6, 3.7, 0.8
Values for HOMO, hartree, ordered as above
-0.5319, -0.3373, -0.3155, -0.2992